Entry 1:
The following is a DFT calculation (ωB97M-V with the def2-TZVPD basis set) of an isolated ion of composition C6H11N2 and charge +1.

Calculated values
E_HOMO in eV: -13.12
E in Ha: -344.335336
Kohn-Sham gap in eV: 9.5
Total charge: +1
Structure (SMILES): [H]/N=C1/[C@@H]2C[C@]12[C@H](C)[NH3+]

```
19
Properties=species:S:1:pos:R:3:forces:R:3:nbo_charge:R:1
C -2.308 0.063 -0.365 -0.13 1.39 0.12 0.32
C -1.316 -0.997 1.231 -1.47 0.82 1.42 -0.38
C -1.771 -1.214 -0.150 -0.80 -2.76 -1.00 -0.22
C -0.943 -0.008 0.198 -0.30 0.55 -0.95 -0.19
C 1.280 -0.211 -1.160 -1.63 0.15 0.75 -0.66
C 0.280 0.637 -0.290 3.05 -1.40 -0.39 -0.01
N -3.222 0.786 -0.785 -0.70 0.06 -0.31 -0.58
N 1.099 0.908 1.011 1.95 -1.03 -1.00 -0.71
H -2.132 -0.686 1.916 0.99 -0.33 0.05 0.24
H -0.570 -1.645 1.583 0.80 -1.01 0.56 0.22
H -1.801 -2.181 -0.679 0.57 0.87 -0.01 0.27
H 1.634 -1.148 -0.758 -0.47 -0.47 0.60 0.22
H 2.153 0.251 -1.497 1.47 1.65 0.01 0.24
H 0.809 -0.399 -2.074 -1.06 -0.72 -1.37 0.26
H 0.020 1.519 -0.801 -0.03 1.35 -0.40 0.25
H -3.051 1.781 -0.663 0.13 0.00 -0.14 0.36
H 1.893 1.584 1.201 -1.96 0.12 -0.42 0.47
H 1.658 0.044 0.984 -0.20 -0.02 0.54 0.43
H 0.374 0.719 1.666 -0.19 0.78 1.93 0.45
```
Positions in Å, forces in eV/Å.

---

Entry 2:
The following is a DFT calculation (ωB97M-V with the def2-TZVPD basis set) of one molecule with the formula C22H30N4O3.

Calculated values
E_HOMO in eV: -9.34
E in Ha: -1301.074205
Kohn-Sham gap in eV: 9.9
Structure (SMILES): Cc1cc(-c2nnc(CCC(=O)NC(C)(C)[C@]34C[C@H]5C[C@H](C[C@H](C5)C3)C4)o2)no1

```
59
Properties=species:S:1:pos:R:3:forces:R:3:nbo_charge:R:1
C -0.989 7.041 -4.288 0.24 0.10 0.13 -0.66
C -0.514 6.314 -3.087 -0.45 -0.83 0.28 0.33
C -0.908 5.147 -2.497 0.35 0.56 -0.10 -0.33
C -0.029 5.023 -1.388 0.20 1.01 -0.71 0.06
N 0.802 6.039 -1.341 0.33 -0.80 1.08 -0.09
O 0.507 6.836 -2.383 -0.31 0.37 -0.70 -0.26
C -0.012 3.957 -0.426 -0.44 -0.74 0.31 0.43
N -0.881 2.995 -0.338 -0.12 1.19 -1.16 -0.27
N -0.498 2.217 0.688 0.56 -0.59 1.18 -0.31
C 0.584 2.737 1.176 -0.67 -0.36 0.24 0.48
O 0.944 3.851 0.518 0.23 0.24 -0.08 -0.38
C 1.418 2.184 2.267 0.24 0.17 -0.18 -0.46
C 2.681 1.547 1.663 0.07 0.05 -0.14 -0.48
H 3.163 0.903 2.401 0.04 0.02 0.01 0.23
H 3.383 2.329 1.371 -0.03 -0.12 -0.01 0.24
C 2.371 0.739 0.395 0.28 0.14 0.71 0.68
O 2.883 1.022 -0.668 0.11 0.16 -0.37 -0.63
N 1.525 -0.284 0.606 -0.23 -0.33 0.21 -0.64
H 1.090 -0.337 1.511 0.08 0.08 0.00 0.39
C 0.967 -1.171 -0.420 0.08 -0.05 -0.45 0.17
C 0.250 -0.300 -1.462 0.02 -0.04 0.12 -0.65
H -0.470 0.362 -0.991 -0.08 0.01 -0.02 0.23
H -0.250 -0.910 -2.207 -0.08 -0.10 -0.11 0.21
H 0.992 0.314 -1.966 0.01 0.04 -0.06 0.24
C 2.138 -1.875 -1.119 -0.09 0.06 0.10 -0.64
H 1.788 -2.449 -1.971 -0.04 -0.11 -0.10 0.21
H 2.678 -2.530 -0.441 0.06 -0.12 0.05 0.20
H 2.829 -1.118 -1.479 0.02 -0.01 -0.05 0.25
C 0.000 -2.174 0.297 0.19 0.19 -0.09 0.02
C 0.722 -2.924 1.431 -0.11 -0.10 0.02 -0.41
C -0.229 -3.889 2.140 0.13 -0.13 0.24 -0.22
C -1.404 -3.116 2.731 0.01 -0.01 -0.07 -0.40
C -2.149 -2.407 1.603 -0.21 0.13 0.14 -0.21
C -2.667 -3.438 0.604 0.06 0.01 0.01 -0.40
C -1.481 -4.201 0.020 -0.11 -0.21 -0.16 -0.22
C -0.743 -4.924 1.143 0.00 0.07 -0.01 -0.40
H 0.094 -5.495 0.734 0.03 -0.06 -0.01 0.20
H -1.414 -5.625 1.643 -0.01 -0.07 0.02 0.21
C -0.529 -3.232 -0.684 -0.03 -0.01 0.06 -0.41
H 0.300 -3.803 -1.103 0.06 0.00 -0.08 0.21
H -1.060 -2.751 -1.506 0.01 0.03 -0.10 0.21
H -1.842 -4.934 -0.710 0.03 0.06 0.03 0.21
H -3.350 -4.132 1.099 -0.07 -0.03 0.00 0.20
H -3.219 -2.937 -0.194 -0.07 0.01 -0.04 0.20
C -1.214 -1.435 0.883 -0.06 -0.18 0.06 -0.43
H -0.904 -0.651 1.578 -0.01 0.12 0.02 0.20
H -1.772 -0.950 0.083 0.01 0.12 -0.04 0.22
H -2.993 -1.845 2.019 0.05 -0.02 -0.03 0.21
H -1.044 -2.385 3.459 0.01 0.03 0.07 0.20
H -2.077 -3.800 3.252 -0.03 -0.01 0.07 0.21
H 0.317 -4.397 2.945 -0.03 0.04 -0.06 0.21
H 1.127 -2.229 2.170 0.07 0.02 0.04 0.19
H 1.558 -3.495 1.026 0.10 0.04 0.00 0.21
H 1.703 2.984 2.953 -0.05 -0.09 0.07 0.24
H 0.818 1.453 2.809 -0.05 0.10 -0.03 0.23
H -1.682 4.469 -2.779 -0.22 -0.12 -0.14 0.25
H -1.863 6.543 -4.697 -0.03 -0.01 -0.02 0.23
H -0.204 7.069 -5.042 -0.01 0.01 -0.08 0.24
H -1.241 8.067 -4.028 -0.07 0.05 -0.03 0.24
```
Positions in Å, forces in eV/Å.

---

Entry 3:
The following is a DFT calculation (ωB97M-V with the def2-TZVPD basis set) of a 2-piece molecular cluster, C2H5ClS2 overall.

Calculated values
E_HOMO in eV: -8.71
E in Ha: -1335.699420
Kohn-Sham gap in eV: 8.4
Structure (SMILES): CC=S.SCl

```
10
Properties=species:S:1:pos:R:3:forces:R:3:nbo_charge:R:1
C -1.321 0.364 -0.758 -1.03 -3.39 0.72 -0.68
C -1.091 -0.502 0.414 -0.61 0.69 0.64 -0.26
S -0.822 -2.035 0.134 0.53 -1.58 0.75 0.05
S 2.818 0.983 0.748 0.17 0.43 -0.22 0.02
Cl 3.881 -0.319 -0.421 -0.44 0.03 0.46 -0.14
H -2.360 0.192 -0.911 -1.24 0.87 -0.27 0.24
H -1.005 1.286 -0.601 0.89 4.45 0.39 0.21
H -0.882 -0.104 -1.577 1.03 -0.46 -1.53 0.23
H 2.102 0.186 1.558 0.23 -0.49 -0.25 0.13
H -1.321 -0.051 1.415 0.47 -0.56 -0.70 0.20
```
Positions in Å, forces in eV/Å.